Molecular formula: C12H13N2O2SSbSe4V
Method: DFT, the ωB97M-V functional and the def2-TZVPD basis

Last column: Löwdin spin population.
Positions of all 36 atoms, in Å:
1 V 0.14579 -0.57980 0.18922  1.890
2 C -2.31707 1.71724 0.43856  0.004
3 C -0.93330 2.28327 0.32047  0.008
4 C -0.82080 3.68675 0.19417  0.001
5 C 0.39046 4.28910 0.14172  0.003
6 C 1.56359 3.51406 0.18353  0.001
7 C 2.85185 4.10275 0.13287  -0.004
8 C 3.95360 3.31296 0.15984  0.000
9 C 3.81654 1.89778 0.22507  -0.007
10 C 2.57855 1.30199 0.27284  0.003
11 S 2.30628 -0.46159 0.34852  -0.025
12 C 1.42656 2.10967 0.27171  0.010
13 N 0.16654 1.47182 0.35981  0.014
14 H -3.01793 2.51609 0.67914  0.000
15 H -2.37957 0.96608 1.19710  0.002
16 H -2.62488 1.26912 -0.49752  0.000
17 H -1.72927 4.27068 0.15782  0.000
18 H 0.46711 5.37550 0.07390  0.000
19 H 2.93707 5.18615 0.06689  0.000
20 H 4.94263 3.75933 0.12624  0.000
21 H 4.69158 1.26735 0.22994  -0.001
22 N -2.55123 -3.67782 -0.57103  -0.001
23 C -1.93047 -2.81195 -1.57390  0.000
24 C -1.56106 -1.56568 -0.90717  0.015
25 O -2.03047 -1.32196 0.21792  0.022
26 O -0.77378 -0.72446 -1.52669  0.020
27 H -2.40988 -4.64539 -0.82184  -0.003
28 H -3.51648 -3.45874 -0.40352  0.000
29 H -2.09717 -3.58227 0.30827  -0.001
30 H -2.62870 -2.61308 -2.38574  0.000
31 H -1.07343 -3.28904 -1.97556  0.001
32 Se 2.63059 -5.95784 1.87433  -0.014
33 Sb 0.62604 -5.08293 0.93534  0.007
34 Se -1.50553 -5.72791 2.01943  0.628
35 Se -0.27716 -6.20368 -1.05645  0.424
36 Se 0.68340 -2.59356 0.59478  0.001

Values from the calculation:
Net charge   0
Orbital gap (spin up / spin down)   6.14 / 5.77 eV
Relative energy (zero: lowest compared OMol25 entry of this formula, charge and spin)   61.6 kcal per mole
2S+1   4


Molecular formula: CH2O3
Method: DFT, the ωB97M-V functional and the def2-TZVPD basis

Last column: Löwdin charge in e.
Positions of all 6 atoms, in Å:
1 O -0.18394 1.23591 -0.11291  0.007
2 C 0.03432 -0.00856 -0.09460  -0.720
3 O 1.24823 -0.50655 -0.08012  0.153
4 O -1.01313 -0.73670 -0.14605  0.086
5 H 1.87437 0.24448 0.07105  0.162
6 H -1.95984 -0.22858 0.36262  0.312

Values from the calculation:
Structure (SMILES)   O=C(O)O
Net charge   0
Orbital gap   10.26 eV
Relative energy (zero: lowest compared OMol25 entry of this formula, charge and spin)   34.7 kcal per mole


Molecular formula: C4H6N2O2
Method: DFT, the ωB97M-V functional and the def2-TZVPD basis

Last column: Löwdin charge in e.
Positions of all 14 atoms, in Å:
1 H 1.09794 -3.33383 0.73259  -0.021
2 N 1.30502 -2.38608 0.93990  0.084
3 C 0.46187 -1.47921 0.31716  -0.437
4 N -0.35196 -1.40449 -0.78044  0.040
5 C -0.81886 -0.08148 -0.87943  -0.078
6 C -0.01351 0.60877 -0.12833  -0.594
7 O 0.02003 1.70386 0.27295  0.034
8 C -0.97617 2.76074 -0.23258  0.024
9 O 0.72567 -0.19553 0.67584  0.141
10 H -0.24186 -2.31932 -1.57466  0.270
11 H -1.67262 0.27236 -1.55866  0.142
12 H -2.11398 2.67155 0.32010  0.149
13 H -1.15148 2.57756 -1.37537  0.107
14 H -0.47511 3.74601 0.28851  0.139

Values from the calculation:
Structure (SMILES)   [H]/N=c1\[nH]cc(OC)o1
Net charge   0
Orbital gap   7.96 eV
Relative energy (zero: lowest compared OMol25 entry of this formula, charge and spin)   129.4 kcal per mole


Molecular formula: H24HeO12
Method: DFT, the ωB97M-V functional and the def2-TZVPD basis

Last column: Löwdin charge in e.
Positions of all 37 atoms, in Å:
1 He 3.03882 -17.97220 10.68338  0.141
2 O 1.23428 -14.76078 12.68033  -0.028
3 H 1.34231 -15.53129 13.23790  -0.003
4 H 0.29530 -14.57654 12.70485  0.054
5 O 6.48418 -19.40004 13.07501  -0.050
6 H 5.54260 -19.56915 13.04262  -0.002
7 H 6.88489 -20.21458 12.77138  0.065
8 O 6.96637 -16.67482 12.38936  -0.069
9 H 6.63599 -17.53273 12.65595  -0.033
10 H 6.27500 -16.31311 11.83492  -0.026
11 O 2.25543 -14.90157 9.96805  -0.050
12 H 1.91217 -14.77373 10.85239  -0.009
13 H 1.65175 -15.52496 9.56409  0.017
14 O -0.08845 -18.86076 12.21016  -0.026
15 H 0.09926 -18.02455 12.63649  0.029
16 H -0.94603 -18.73576 11.80376  0.060
17 O 0.60375 -17.23092 8.07886  -0.044
18 H -0.13428 -16.81413 8.52364  0.028
19 H 0.87491 -17.93302 8.67026  -0.015
20 O 4.76907 -15.54432 10.86018  -0.062
21 H 5.14097 -14.76226 10.45238  0.052
22 H 3.82747 -15.37479 10.88989  -0.022
23 O 2.10561 -17.31758 13.95322  -0.032
24 H 1.48545 -17.58271 14.63245  0.076
25 H 2.69578 -16.70546 14.39281  0.081
26 O 1.00811 -19.72095 9.78961  -0.062
27 H 0.23661 -20.12157 9.38895  0.054
28 H 0.69358 -19.37868 10.62636  -0.023
29 O 6.17585 -19.10058 10.02825  -0.064
30 H 6.25088 -19.14894 10.98128  -0.022
31 H 5.32836 -19.50071 9.83363  -0.034
32 O 3.84414 -19.38587 13.78100  -0.047
33 H 4.28547 -18.88827 14.46937  0.048
34 H 3.08334 -18.85296 13.54984  -0.004
35 O 4.14404 -20.86225 9.66351  -0.042
36 H 3.31055 -20.54714 10.01311  0.010
37 H 3.90373 -21.35953 8.88172  0.056

Values from the calculation:
Net charge   0
Orbital gap   8.59 eV
Relative energy (zero: lowest compared OMol25 entry of this formula, charge and spin)   28.4 kcal per mole